*one*
Molecular formula: C7H7NO3S2
Method: DFT, ωB97M-V/def2-TZVPD

Results
HOMO	-9.567	eV
Kohn-Sham gap	0.3365	Ha
net charge	0
lowest unoccupied orbital energy	-0.41	eV

Last column: natural (NBO) charge in e.
Cartesian coordinates (Å):
C -1.385 -1.548 1.720  -0.25
C -2.542 -2.200 1.322  -0.37
C -0.568 -1.322 0.602  -0.26
C -1.060 -1.825 -0.587  -0.33
C -0.126 -1.719 -1.748  0.77
C 1.828 2.743 -0.173  -0.62
C 0.509 2.067 -0.538  -0.23
N 0.264 0.892 0.204  -0.86
O -0.412 -2.113 -2.851  -0.53
O 2.163 -0.899 0.885  -0.85
O 1.052 -1.212 -1.327  -0.67
S -2.726 -2.356 -0.389  0.51
S 0.949 -0.452 0.227  2.17
H -1.408 -1.236 2.765  0.25
H -3.327 -2.132 2.025  0.24
H 2.698 2.060 -0.360  0.21
H 1.952 3.716 -0.681  0.22
H 1.873 2.904 0.934  0.21
H -0.305 2.763 -0.460  0.21
H 0.569 1.868 -1.570  0.19

=====

*two*
Molecular formula: C7H7NO3S2
Method: DFT, ωB97M-V/def2-TZVPD

Results
HOMO	-8.950	eV
Kohn-Sham gap	0.2883	Ha
net charge	0
lowest unoccupied orbital energy	-1.10	eV

Last column: natural (NBO) charge in e.
Cartesian coordinates (Å):
C 2.148 1.299 -0.376  -0.25
C 1.036 1.733 -0.591  -0.29
C -1.028 -1.815 -1.259  0.37
C 1.097 -1.831 0.173  0.75
C -1.769 0.514 0.498  -0.28
C -1.411 1.995 0.428  -0.51
C -0.268 -1.239 -0.120  0.06
N -0.573 -0.249 0.620  -0.34
O 1.623 -1.378 1.301  -0.66
O -2.224 -1.755 -1.390  -0.48
O 1.652 -2.605 -0.557  -0.56
S 3.712 0.926 0.117  0.12
S -0.445 2.338 -1.099  0.33
H -0.377 -2.316 -1.996  0.15
H -2.338 0.337 1.418  0.23
H -2.394 0.232 -0.357  0.22
H -2.313 2.597 0.362  0.23
H -0.804 2.304 1.279  0.23
H 3.650 -0.394 -0.120  0.15
H 1.027 -0.693 1.669  0.52

=====

Here is how they stack up, most stable first: *two*, *one*.

=====

*one*
Molecular formula: C31H33F2N8O2PbSSe2Te2
Method: DFT, ωB97M-V/def2-TZVPD

Results
HOMO (alpha / beta)	-9.739 / -9.741	eV
Kohn-Sham gap (alpha / beta)	0.1611 / 0.1613	Ha
net charge	+1
lowest unoccupied orbital energy (alpha / beta)	-5.36 / -5.35	eV

Last column: Löwdin charge in e.
Cartesian coordinates (Å):
Pb 0.429 -0.158 0.328  1.01
C 0.412 -4.554 2.001  -0.08
C 0.867 -3.358 1.466  -0.10
N 0.160 -2.708 0.545  0.03
C -0.996 -3.239 0.127  -0.19
C -1.486 -4.376 0.765  -0.06
N -0.786 -5.032 1.684  0.11
C -1.689 -2.604 -1.033  -0.20
C -2.750 -3.230 -1.667  0.05
C -3.348 -2.623 -2.767  -0.11
C -2.787 -1.435 -3.214  0.06
C -1.683 -0.891 -2.566  -0.18
N -1.176 -1.452 -1.464  0.08
C -0.988 0.300 -3.125  -0.22
C -1.604 1.196 -3.991  -0.09
N -0.941 2.203 -4.549  0.10
C 0.344 2.326 -4.236  -0.10
C 0.952 1.468 -3.327  -0.11
N 0.288 0.461 -2.783  0.10
C -4.516 -3.240 -3.453  -0.16
C -4.854 -2.904 -4.760  -0.01
C -5.964 -3.492 -5.346  -0.12
N -6.735 -4.386 -4.730  0.07
C -6.404 -4.717 -3.483  -0.12
C -5.321 -4.174 -2.809  -0.01
H 1.004 -5.122 2.707  0.12
H 1.799 -2.900 1.781  0.11
H -2.475 -4.762 0.553  0.12
H -3.085 -4.200 -1.332  0.11
H -3.187 -0.933 -4.083  0.11
H -2.661 1.130 -4.227  0.12
H 0.892 3.131 -4.714  0.11
H 1.993 1.583 -3.040  0.10
H -4.257 -2.214 -5.341  0.11
H -6.247 -3.236 -6.362  0.11
H -7.038 -5.453 -3.000  0.11
H -5.137 -4.470 -1.785  0.11
Se 1.158 2.898 0.474  -0.07
Te 3.215 2.772 1.679  0.43
Te 4.742 0.981 0.418  0.34
Se 3.272 -0.545 -0.762  -0.15
F 1.043 0.695 3.357  -0.12
C 1.328 -0.491 2.678  -0.46
F 2.704 -0.674 2.813  -0.14
H 0.900 -1.274 3.319  0.07
C -6.671 1.645 4.794  -0.07
C -5.878 2.009 3.547  -0.21
N -4.803 2.973 3.791  -0.06
C -5.202 4.341 4.148  -0.20
C -4.925 4.654 5.613  -0.06
C -3.496 2.776 3.468  -0.41
O -2.697 3.696 3.342  0.07
C -3.000 1.365 3.305  -0.10
C -3.227 0.375 4.248  0.01
C -2.654 -0.874 4.065  -0.02
C -1.858 -1.078 2.954  -0.13
N -1.605 -0.118 2.057  -0.02
C -2.161 1.081 2.237  -0.06
H -7.438 0.911 4.537  0.08
H -7.172 2.519 5.215  0.07
H -6.031 1.214 5.566  0.07
H -6.558 2.447 2.811  0.12
H -5.454 1.117 3.096  0.11
H -6.262 4.449 3.919  0.12
H -4.640 5.030 3.522  0.11
H -5.442 3.953 6.270  0.07
H -5.261 5.665 5.853  0.08
H -3.854 4.593 5.811  0.08
H -3.829 0.580 5.124  0.12
H -2.813 -1.674 4.776  0.12
H -1.388 -2.043 2.785  0.10
H -1.915 1.845 1.504  0.10
C -1.215 5.350 -1.149  -0.26
S -2.140 3.867 -1.557  0.82
C -3.579 4.256 -0.556  -0.25
O -1.429 2.725 -0.875  -0.68
H -1.735 6.215 -1.565  0.06
H -0.232 5.247 -1.607  0.05
H -1.121 5.422 -0.064  0.06
H -4.117 5.084 -1.025  0.06
H -3.258 4.517 0.453  0.05
H -4.208 3.364 -0.548  0.06

=====

*two*
Molecular formula: C31H33F2N8O2PbSSe2Te2
Method: DFT, ωB97M-V/def2-TZVPD

Results
HOMO (alpha / beta)	-9.972 / -9.971	eV
Kohn-Sham gap (alpha / beta)	0.1812 / 0.1812	Ha
net charge	+1
lowest unoccupied orbital energy (alpha / beta)	-5.04 / -5.04	eV

Last column: Löwdin charge in e.
Cartesian coordinates (Å):
Pb 0.233 0.038 1.164  1.32
C -1.473 -3.104 -2.427  -0.11
C -1.124 -1.811 -2.065  -0.12
N -1.665 -1.212 -1.014  0.10
C -2.549 -1.910 -0.307  -0.26
C -2.836 -3.234 -0.627  -0.10
N -2.307 -3.831 -1.688  0.10
C -3.243 -1.204 0.807  -0.24
C -4.562 -1.514 1.108  0.06
C -5.233 -0.776 2.072  -0.12
C -4.543 0.268 2.675  0.06
C -3.207 0.483 2.355  -0.23
N -2.572 -0.253 1.445  0.08
C -2.452 1.621 2.984  -0.28
C -3.014 2.376 4.013  -0.08
N -2.459 3.490 4.477  0.11
C -1.304 3.858 3.937  -0.09
C -0.676 3.061 2.996  -0.11
N -1.237 1.955 2.524  0.02
C -6.640 -1.081 2.439  -0.17
C -7.554 -1.531 1.495  -0.01
C -8.844 -1.834 1.902  -0.13
N -9.268 -1.712 3.159  0.07
C -8.388 -1.275 4.059  -0.13
C -7.076 -0.950 3.752  -0.01
H -1.074 -3.570 -3.321  0.11
H -0.400 -1.246 -2.642  0.11
H -3.482 -3.839 -0.001  0.12
H -5.072 -2.313 0.586  0.12
H -5.065 0.915 3.362  0.11
H -3.937 2.080 4.493  0.12
H -0.875 4.796 4.268  0.12
H 0.301 3.327 2.606  0.10
H -7.281 -1.625 0.452  0.11
H -9.572 -2.197 1.185  0.11
H -8.749 -1.189 5.078  0.11
H -6.399 -0.634 4.536  0.11
Se -0.935 -0.488 4.832  -0.08
Te 0.309 -2.109 6.012  0.36
Te 0.327 -4.115 4.307  0.37
Se -0.896 -3.231 2.485  -0.10
F 3.331 -0.466 1.613  -0.12
C 2.265 -0.381 2.531  -0.46
F 2.329 -1.576 3.236  -0.18
H 2.579 0.384 3.253  0.07
C 4.599 4.265 -4.438  -0.07
C 3.482 3.255 -4.218  -0.20
N 3.958 1.874 -4.149  -0.05
C 4.425 1.248 -5.395  -0.19
C 5.931 1.026 -5.411  -0.07
C 3.886 1.090 -3.052  -0.42
O 4.118 -0.113 -3.072  0.07
C 3.513 1.717 -1.732  -0.11
C 4.305 2.643 -1.074  0.01
C 3.955 3.042 0.208  -0.02
C 2.818 2.506 0.782  -0.13
N 2.047 1.614 0.153  -0.05
C 2.404 1.218 -1.068  -0.08
H 4.185 5.273 -4.490  0.08
H 5.129 4.069 -5.372  0.07
H 5.325 4.235 -3.623  0.07
H 2.768 3.318 -5.042  0.12
H 2.938 3.484 -3.306  0.11
H 4.117 1.897 -6.214  0.12
H 3.916 0.291 -5.497  0.12
H 6.468 1.968 -5.286  0.07
H 6.235 0.577 -6.358  0.08
H 6.215 0.350 -4.606  0.07
H 5.201 3.030 -1.545  0.12
H 4.567 3.739 0.763  0.12
H 2.530 2.773 1.793  0.11
H 1.795 0.442 -1.527  0.12
C 3.664 -2.576 -0.925  -0.24
S 2.299 -2.911 0.164  0.84
C 1.705 -4.388 -0.637  -0.24
O 1.245 -1.865 -0.191  -0.72
H 4.328 -3.443 -0.932  0.07
H 4.189 -1.706 -0.536  0.05
H 3.280 -2.360 -1.922  0.06
H 2.443 -5.181 -0.509  0.07
H 1.532 -4.179 -1.693  0.06
H 0.771 -4.662 -0.145  0.04

=====

Here is how they stack up, most stable first: *two*, *one*.

=====

*one*
Molecular formula: C3H5N3
Method: DFT, ωB97M-V/def2-TZVPD

Results
HOMO	-20.716	eV
Kohn-Sham gap	0.3525	Ha
net charge	+2
lowest unoccupied orbital energy	-11.12	eV

Last column: natural (NBO) charge in e.
Cartesian coordinates (Å):
C 1.067 -0.116 -0.437  -0.33
C 0.044 1.066 -0.348  0.06
C 0.236 -2.339 0.200  0.53
N -1.969 1.309 0.927  0.00
N 0.662 -1.356 -0.273  -0.21
N -0.930 1.057 0.474  0.13
H 1.894 0.432 -0.406  0.34
H -0.071 1.570 -1.268  0.31
H 0.113 -3.151 0.941  0.35
H -2.212 1.863 1.746  0.46
H 1.166 -0.334 -1.557  0.33

=====

*two*
Molecular formula: C3H5N3
Method: DFT, ωB97M-V/def2-TZVPD

Results
HOMO (alpha / beta)	-21.956 / -21.644	eV
Kohn-Sham gap (alpha / beta)	0.2389 / 0.2122	Ha
net charge	+2
lowest unoccupied orbital energy (alpha / beta)	-15.46 / -15.87	eV

Last column: natural (NBO) charge in e.
Cartesian coordinates (Å):
C 0.452 -1.061 -0.474  0.70
C 1.918 0.422 0.018  0.21
C -1.877 -0.437 -0.118  -0.51
N 1.666 -0.768 -0.577  -0.10
N -0.592 -0.559 -0.184  -0.03
N 1.131 1.112 0.693  -0.24
H 2.874 0.813 -0.287  0.31
H -2.508 -1.222 0.528  0.43
H -2.111 0.634 0.004  0.32
H -2.346 -0.837 -1.036  0.38
H 1.393 1.903 1.433  0.51

=====

Here is how they stack up, most stable first: *one*, *two*.